1.
A molecular structure, C46H48AlN3OP at a distorted geometry, computed with ωB97M-V with the def2-TZVPD basis set.

Structure (ORCA input):
```
! RIJCOSX wB97M-V def2-TZVPD def2/J DEFGRID3
* xyz -1 1
Al 0.649 0.901 0.403
N 1.987 2.085 -0.423
N -1.381 2.259 -1.294
C -2.325 0.330 2.170
C -2.211 1.723 2.480
C -0.873 2.052 2.615
C -0.322 3.363 3.016
H -1.094 4.144 2.986
H 0.498 3.687 2.360
H 0.076 3.337 4.043
C -0.053 0.841 2.356
C 1.195 0.611 3.162
H 1.013 0.905 4.210
H 2.046 1.205 2.797
H 1.498 -0.441 3.164
C -1.060 -0.235 2.116
C -0.776 -1.677 2.008
H 0.257 -1.880 1.704
H -1.439 -2.163 1.273
H -0.947 -2.178 2.978
C -3.340 2.672 2.631
H -3.227 3.303 3.525
H -4.298 2.149 2.712
H -3.397 3.344 1.763
C -3.585 -0.427 1.976
H -3.672 -0.783 0.940
H -4.464 0.191 2.188
H -3.624 -1.313 2.631
C 3.268 2.176 -0.839
H 3.981 1.529 -0.337
C 3.625 3.028 -1.872
H 4.656 3.008 -2.219
C 2.675 3.888 -2.424
H 2.967 4.616 -3.178
C 1.356 3.823 -1.984
H 0.563 4.466 -2.353
C 1.034 2.855 -1.041
C -0.278 2.558 -0.428
H -0.583 3.334 0.288
C -1.944 1.017 -1.383
C -2.248 3.232 -1.808
H -1.979 4.267 -1.837
C -3.388 2.611 -2.129
H -4.301 2.992 -2.545
N -3.237 1.261 -1.773
C -4.282 0.343 -1.557
C -5.479 0.776 -0.952
C -6.497 -0.165 -0.768
H -7.437 0.166 -0.322
C -6.322 -1.502 -1.129
C -7.455 -2.477 -1.000
H -7.185 -3.312 -0.338
H -7.728 -2.908 -1.973
H -8.340 -1.983 -0.585
C -5.074 -1.926 -1.598
H -4.911 -2.981 -1.826
C -4.021 -1.020 -1.776
C -2.682 -1.481 -2.227
H -2.548 -1.349 -3.312
H -2.565 -2.551 -2.004
H -1.864 -0.917 -1.706
C -5.611 2.142 -0.366
H -5.524 2.947 -1.108
H -4.875 2.329 0.438
H -6.610 2.245 0.084
O 1.582 -0.610 0.050
P 2.970 -1.284 -0.242
C 3.472 -0.882 -1.919
C 4.822 -0.787 -2.311
C 5.141 -0.449 -3.631
C 4.136 -0.261 -4.583
C 2.798 -0.436 -4.209
C 2.467 -0.758 -2.894
C 4.129 -0.865 1.071
C 5.249 -0.022 0.949
C 5.991 0.326 2.085
C 5.678 -0.220 3.334
C 4.632 -1.144 3.439
C 3.863 -1.459 2.320
C 2.833 -3.069 -0.162
C 4.029 -3.812 -0.234
C 4.026 -5.174 0.068
C 2.825 -5.802 0.426
C 1.629 -5.075 0.443
C 1.622 -3.715 0.109
H 5.620 -0.973 -1.593
H 6.188 -0.337 -3.916
H 4.385 -0.001 -5.617
H 1.998 -0.327 -4.945
H 1.421 -0.905 -2.607
H 5.553 0.356 -0.030
H 6.819 1.029 1.981
H 6.246 0.067 4.221
H 4.401 -1.620 4.394
H 3.058 -2.199 2.400
H 4.968 -3.318 -0.500
H 4.963 -5.735 0.034
H 2.825 -6.861 0.684
H 0.690 -5.557 0.722
H 0.684 -3.158 0.060
*
```

HOMO level (alpha / beta) (eV): -1.37 / -1.31


2.
A molecular structure, C58H67BrIN2O2PRuSSe, computed with ωB97M-V with the def2-TZVPD basis set.

Structure (ORCA input):
```
! RIJCOSX wB97M-V def2-TZVPD def2/J DEFGRID3
* xyz 1 2
Ru -0.736 0.481 -0.407
C 4.700 -4.997 -0.060
C 4.653 -3.577 0.520
C 4.986 -3.626 2.018
C 5.716 -2.729 -0.181
C 3.254 -2.999 0.333
C 2.995 -1.870 -0.417
C 1.697 -1.389 -0.514
Se 1.327 0.149 -1.593
C 1.982 1.757 -0.790
C 3.328 1.980 -0.595
C 3.753 3.188 -0.062
C 2.768 4.135 0.208
C 1.403 3.942 0.005
C 0.978 2.699 -0.509
O -0.336 2.419 -0.686
C 0.406 5.057 0.327
C -0.620 4.572 1.363
C 1.080 6.298 0.917
C -0.275 5.479 -0.985
C 5.242 3.438 0.169
C 5.496 4.760 0.894
C 5.959 3.476 -1.187
C 5.828 2.302 1.021
C 0.586 -2.005 0.078
O -0.660 -1.526 -0.012
C 0.839 -3.195 0.811
C 2.150 -3.630 0.920
C -0.311 -3.980 1.458
C -1.270 -4.458 0.360
C 0.174 -5.219 2.216
C -1.061 -3.095 2.465
H 5.707 -5.410 0.032
H 4.428 -4.992 -1.117
H 4.016 -5.667 0.462
H 5.989 -4.029 2.168
H 4.287 -4.261 2.565
H 4.949 -2.626 2.454
H 6.703 -3.150 0.013
H 5.716 -1.701 0.187
H 5.570 -2.712 -1.262
H 3.788 -1.349 -0.937
H 4.040 1.206 -0.857
H 3.080 5.082 0.616
H -0.116 4.336 2.304
H -1.154 3.690 1.024
H -1.346 5.364 1.559
H 1.599 6.075 1.851
H 0.312 7.042 1.135
H 1.788 6.753 0.223
H -0.676 4.616 -1.514
H 0.447 5.969 -1.642
H -1.086 6.184 -0.784
H 5.173 5.616 0.300
H 6.566 4.873 1.077
H 4.986 4.795 1.858
H 5.568 4.283 -1.809
H 5.830 2.539 -1.732
H 7.029 3.638 -1.046
H 5.301 2.221 1.974
H 6.883 2.494 1.226
H 5.762 1.337 0.515
H 2.340 -4.525 1.493
H -0.740 -5.094 -0.353
H -1.696 -3.619 -0.183
H -2.082 -5.043 0.799
H 0.683 -5.927 1.561
H -0.690 -5.732 2.642
H 0.844 -4.961 3.038
H -1.425 -2.182 1.998
H -0.400 -2.823 3.294
H -1.909 -3.647 2.880
Br -3.573 4.141 -0.870
C -4.928 2.845 -0.801
C -6.132 3.104 -1.444
C -7.143 2.158 -1.435
C -6.962 0.952 -0.774
C -5.770 0.700 -0.117
C -4.747 1.644 -0.130
I -3.058 1.147 1.013
H -6.262 4.049 -1.953
H -8.076 2.369 -1.942
H -7.748 0.208 -0.764
H -5.623 -0.241 0.396
C 1.147 -0.218 6.557
C 0.176 -0.178 5.426
C -1.148 -0.497 5.515
C -1.931 -0.408 4.349
N -1.428 -0.030 3.184
C -0.129 0.265 3.088
S 0.671 0.700 1.670
N 0.649 0.194 4.217
C -3.383 -0.753 4.364
H 0.648 -0.507 7.478
H 1.606 0.761 6.699
H 1.940 -0.938 6.348
H -1.577 -0.807 6.455
H 1.628 0.423 4.104
H -3.726 -1.025 5.359
H -3.555 -1.585 3.679
H -3.964 0.092 3.995
C -5.686 -2.934 -1.110
C -4.694 -2.706 -0.169
C -3.601 -1.910 -0.480
C -3.490 -1.328 -1.739
C -4.467 -1.606 -2.698
C -5.565 -2.389 -2.381
P -1.983 -0.421 -2.226
C -1.117 -1.739 -3.176
C -0.036 -1.486 -4.024
C 0.608 -2.517 -4.689
C 0.188 -3.828 -4.526
C -0.891 -4.094 -3.701
C -1.538 -3.063 -3.037
C -2.502 0.858 -3.421
C -1.500 1.524 -4.132
C -1.807 2.560 -4.996
C -3.127 2.958 -5.161
C -4.124 2.328 -4.437
C -3.816 1.296 -3.561
H -6.539 -3.554 -0.864
H -4.758 -3.161 0.812
H -2.812 -1.774 0.245
H -4.361 -1.235 -3.709
H -6.315 -2.588 -3.135
H 0.315 -0.485 -4.204
H 1.441 -2.287 -5.341
H 0.693 -4.632 -5.045
H -1.237 -5.110 -3.566
H -2.364 -3.313 -2.389
H -0.461 1.258 -3.999
H -1.014 3.061 -5.535
H -3.372 3.764 -5.840
H -5.154 2.642 -4.542
H -4.613 0.845 -2.989
*
```

ΔE to the lowest compared entry with this formula, charge and spin (kcal per mole): 0.0
Expectation value of S²: 0.76
HOMO level (alpha / beta) (eV): -9.71 / -9.74


3.
A molecular structure, C16H21ClN2O3 at a distorted geometry, computed with ωB97M-V with the def2-TZVPD basis set.

Structure (ORCA input):
```
! RIJCOSX wB97M-V def2-TZVPD def2/J DEFGRID3
* xyz 0 1
C -4.334 -0.881 1.948
C -3.361 0.025 1.188
C -2.359 0.457 2.139
N -1.270 1.353 1.407
C 0.101 1.102 1.154
O 0.567 -0.102 1.810
C 1.152 1.857 0.636
H 0.667 1.818 -0.674
H 0.843 2.845 0.762
C 2.432 1.500 0.672
N 2.604 -0.083 0.160
C 3.268 -0.228 -1.155
O 3.781 0.960 -1.816
C 3.331 -1.621 -1.372
C 3.374 -2.564 -0.617
C 3.625 -3.956 -0.832
C 3.743 -4.040 -2.213
C 3.753 -3.144 -3.143
C 3.386 -1.849 -2.792
H 3.594 -1.101 -3.366
H 3.800 -3.364 -4.358
Cl 3.878 -5.990 -2.714
H 3.471 -4.828 -0.168
H 3.368 -2.526 0.703
H 2.008 -0.690 0.426
H 2.629 1.507 1.744
H 3.178 2.273 0.105
C -2.043 2.297 0.736
H -1.094 2.961 0.276
H -2.375 3.044 1.602
C -3.079 1.779 -0.241
C -3.775 3.005 -0.970
H -3.168 3.587 -1.404
H -4.173 3.662 -0.098
H -4.483 2.584 -1.489
O -4.040 0.885 0.558
H -2.555 1.293 -1.123
H -1.563 -0.488 2.782
H -2.665 0.953 2.921
H -2.731 -0.875 0.405
H -4.770 -0.215 2.791
H -3.751 -1.957 2.489
H -4.965 -1.241 1.132
*
```

ΔE to the lowest compared entry with this formula, charge and spin (kcal per mole): 406.8
HOMO level (eV): -9.24


4.
11 unconnected molecules or ions with the total composition C11H44N6O11 at a distorted geometry, computed with ωB97M-V with the def2-TZVPD basis set.

Structure (ORCA input):
```
! RIJCOSX wB97M-V def2-TZVPD def2/J DEFGRID3
* xyz 0 1
N -0.847 -0.019 -0.472
C 0.072 0.322 0.357
N -0.137 -0.231 1.500
O 1.006 1.043 0.165
H -1.651 -0.605 -0.299
H -0.916 0.527 -1.319
H 0.682 -0.391 2.070
H -1.037 -0.609 1.760
N 5.592 -0.057 1.060
C 6.218 -0.158 2.238
N 7.417 -0.529 2.134
O 5.655 0.193 3.283
H 6.079 -0.192 0.185
H 4.633 0.251 0.996
H 7.823 -0.592 3.057
H 7.701 -1.135 1.378
N -4.362 3.741 -4.151
C -3.271 3.437 -4.795
N -2.712 4.485 -5.368
O -2.763 2.291 -4.859
H -4.891 2.999 -3.717
H -4.790 4.656 -4.165
H -3.076 5.396 -5.125
H -1.881 4.282 -5.905
C 2.410 0.454 7.168
O 2.128 1.119 5.941
H 1.533 0.102 7.710
H 3.045 -0.432 7.140
H 2.820 1.135 7.913
H 2.941 1.359 5.491
C -5.667 0.690 0.418
O -5.754 0.626 -1.025
H -6.337 -0.038 0.874
H -4.643 0.535 0.759
H -5.975 1.700 0.689
H -5.178 -0.065 -1.359
C 3.170 4.252 -4.028
O 2.762 4.291 -2.585
H 3.631 3.275 -4.176
H 2.268 4.250 -4.641
H 3.912 5.008 -4.284
H 2.615 3.425 -2.196
C 2.674 -1.703 -3.311
O 2.748 -2.308 -4.637
H 2.529 -0.623 -3.303
H 1.804 -2.152 -2.833
H 3.505 -1.885 -2.630
H 2.502 -1.635 -5.276
C -3.980 -4.239 1.046
O -3.643 -3.308 1.997
H -4.747 -3.889 0.355
H -3.091 -4.633 0.552
H -4.439 -5.113 1.508
H -3.190 -3.880 2.622
C -3.065 -2.486 -4.985
O -3.556 -1.851 -3.789
H -2.123 -3.002 -4.801
H -3.873 -3.189 -5.189
H -2.943 -1.807 -5.829
H -3.092 -1.025 -3.943
C 2.337 -4.836 2.669
O 2.507 -6.026 1.874
H 3.084 -4.970 3.451
H 2.677 -3.915 2.196
H 1.414 -4.639 3.214
H 3.448 -6.213 1.897
C -1.868 3.261 4.324
O -1.373 2.613 5.496
H -1.975 2.609 3.457
H -2.877 3.623 4.523
H -1.158 4.076 4.184
H -0.460 2.358 5.344
*
```

ΔE to the lowest compared entry with this formula, charge and spin (kcal per mole): 109.0
Structure (SMILES): NC(N)=O.NC(N)=O.NC(N)=O.CO.CO.CO.CO.CO.CO.CO.CO
HOMO level (eV): -9.78


5.
5 unconnected molecules or ions with the total composition C24H39ClN3O16P at a distorted geometry, computed with ωB97M-V with the def2-TZVPD basis set.

Structure (ORCA input):
```
! RIJCOSX wB97M-V def2-TZVPD def2/J DEFGRID3
* xyz 0 1
H -0.401 -4.630 -2.840
N -0.337 -4.625 -1.806
C 0.312 -3.535 -1.448
C 0.573 -3.247 0.104
C 0.684 -1.690 0.481
C 1.906 -1.080 -0.354
C 1.320 -1.721 1.989
O 1.771 -2.667 2.636
O 1.146 -0.343 2.372
C 0.108 0.378 1.598
P -0.794 1.345 2.940
N -2.101 2.115 2.460
O 0.310 2.557 3.466
O -1.164 0.424 4.324
C -0.606 -0.837 0.840
C -1.501 -0.118 -0.275
C -1.278 -0.567 -1.788
C -2.307 -1.664 -2.336
Cl -3.756 -0.917 -3.214
C -1.727 -1.574 1.757
N -2.558 -2.549 0.989
C -2.775 -3.824 1.728
H 0.703 -2.838 -2.266
H -0.146 -3.784 0.796
H 1.615 -3.694 0.319
H 2.178 -0.005 -0.115
H 2.828 -1.708 -0.074
H 1.812 -1.169 -1.485
H 0.656 1.103 0.901
H -2.251 1.879 1.470
H 0.318 2.571 4.448
H -0.302 -0.012 4.559
H -1.249 1.008 -0.233
H -2.629 -0.171 -0.051
H -0.231 -0.920 -2.051
H -1.455 0.371 -2.436
H -1.739 -2.262 -3.140
H -2.660 -2.423 -1.569
H -2.451 -0.819 2.229
H -1.268 -2.151 2.635
H -3.496 -2.121 0.921
H -1.867 -4.505 1.780
H -3.614 -4.426 1.240
H -3.091 -3.617 2.821
O -3.283 3.426 -7.875
C -3.940 2.503 -7.494
O -5.274 2.565 -7.228
C -5.724 1.232 -7.026
C -4.474 0.513 -6.617
O -3.450 1.252 -7.269
H -6.498 1.195 -6.258
H -6.138 0.852 -7.965
H -4.304 0.550 -5.537
H -4.467 -0.528 -6.941
O 4.924 -1.279 -3.521
C 5.451 -1.473 -2.465
O 4.885 -1.187 -1.260
C 5.717 -1.766 -0.260
C 7.047 -1.864 -0.942
O 6.694 -2.006 -2.313
H 5.750 -1.137 0.629
H 5.313 -2.745 0.013
H 7.647 -0.957 -0.824
H 7.629 -2.720 -0.600
O -7.814 6.376 2.632
C -6.761 5.809 2.633
O -5.862 5.854 1.612
C -4.663 5.251 2.082
C -5.143 4.363 3.189
O -6.307 5.034 3.656
H -4.169 4.695 1.284
H -3.989 6.036 2.437
H -5.426 3.368 2.833
H -4.408 4.258 3.987
O 6.156 -1.346 3.101
C 6.646 -0.254 3.104
O 7.751 0.094 2.388
C 7.879 1.508 2.478
C 7.144 1.833 3.743
O 6.173 0.798 3.825
H 8.929 1.801 2.517
H 7.416 1.961 1.596
H 7.788 1.784 4.626
H 6.666 2.813 3.708
*
```

Structure (SMILES): [H]/N=C/C[C@]1(C)C(=O)O[C@H](P(=N)(O)O)[C@]1(CCCCl)CNC.O=C1OCCO1.O=C1OCCO1.O=C1OCCO1.O=C1OCCO1
HOMO level (eV): -9.63


6.
A gas-phase ion, C8H14 (charge +1) at a distorted geometry, computed with ωB97M-V with the def2-TZVPD basis set.

Structure (ORCA input):
```
! RIJCOSX wB97M-V def2-TZVPD def2/J DEFGRID3
* xyz 1 2
C 2.816 1.194 0.235
C 2.485 -0.258 -0.182
C 1.016 -0.681 -0.142
C 0.042 0.421 -0.560
C -1.165 0.686 0.123
C -1.653 0.100 1.459
C -2.821 -0.670 -1.301
C -1.441 -0.258 -1.091
H 2.928 1.228 1.325
H 3.549 1.707 -0.376
H 1.862 1.743 0.142
H 3.003 -0.994 0.416
H 2.640 -0.245 -1.288
H 0.906 -0.848 0.969
H 0.690 -1.549 -0.751
H -1.776 1.567 -0.097
H -1.928 0.886 2.175
H -0.853 -0.391 1.999
H -2.405 -0.662 1.259
H -3.089 -1.688 -1.095
H -3.553 -0.008 -1.783
H -1.254 -1.280 -1.436
*
```

ΔE to the lowest compared entry with this formula, charge and spin (kcal per mole): 139.1
Expectation value of S²: 0.94
HOMO level (alpha / beta) (eV): -14.10 / -14.37


| no. | E (Ha) |
| --- | --- |
| 1 | -2604.9732 |
| 2 | -8617.8086 |
| 3 | -1417.1360 |
| 4 | -1601.5321 |
| 5 | -3107.5181 |
| 6 | -312.6598 |